Record 1
ORCA calculation (ωB97M-V/def2-TZVPD) on C29H37N6NaO6S as an isolated structure.

Values from the calculation:
Orbital gap, Ha: 0.239
E_HOMO, eV: -2.8089
Molecular weight, Da: 620.71
Net charge: -2

The geometry in XYZ format:
```
80
Properties=species:S:1:pos:R:3:forces:R:3
Na 0.421114 -0.393948 -0.911022 -0.1 0.4 -0.3
C 0.902792 2.526746 -2.415995 0.1 0.0 0.0
N 0.299867 2.082837 -0.028431 0.0 -0.1 0.0
C -2.148760 2.143397 0.450284 0.1 0.0 0.0
C -3.282408 1.892476 1.466077 0.1 0.0 -0.1
C -3.963733 0.528890 1.274808 0.0 0.0 0.1
N -2.984609 -0.525443 1.206602 0.0 -0.1 0.0
C -2.950271 -1.423414 2.103769 -0.2 0.2 -0.2
C -1.955605 -2.478684 2.204656 0.2 -0.1 -0.1
C -2.180557 -3.479422 3.158765 0.0 0.0 0.0
C -1.300275 -4.519547 3.373137 0.0 -0.1 0.1
C -0.119594 -4.549852 2.617983 0.0 0.0 0.0
C 0.150350 -3.583807 1.682033 0.0 0.0 -0.1
C -0.754439 -2.505693 1.397702 -0.1 0.0 0.0
O -0.483432 -1.658135 0.492650 -0.2 -0.4 0.5
C 1.686333 2.412010 0.358756 0.0 0.0 0.0
C 2.359027 1.680209 1.516421 0.0 0.0 0.0
C 2.460377 0.158290 1.406452 0.0 -0.1 0.1
N 2.581088 -0.311990 0.045893 0.1 -0.2 -0.2
C 3.491052 -1.147192 -0.248048 -0.1 0.2 0.2
C 3.687934 -1.824498 -1.520797 0.0 -0.1 -0.2
C 4.856947 -2.586194 -1.642931 0.0 0.0 0.0
C 5.171090 -3.310856 -2.775288 0.1 0.0 0.1
C 4.263186 -3.287174 -3.838452 -0.1 0.0 0.0
C 3.098255 -2.565043 -3.757147 0.0 0.0 0.0
C 2.737318 -1.791928 -2.604680 0.0 0.0 0.0
O 1.635705 -1.151561 -2.578747 0.1 -0.2 -0.1
H 0.433614 2.865879 -3.340804 0.0 0.0 0.0
H 1.103864 1.456624 -2.510465 0.0 0.0 0.0
H 1.855064 3.052172 -2.324452 0.0 0.0 0.0
H -2.157187 1.328562 -0.281616 0.0 0.0 0.0
H -2.348323 3.078575 -0.073779 0.0 0.0 0.0
H -4.046322 2.667332 1.371997 0.0 0.0 0.0
H -2.915931 1.963925 2.492601 0.0 0.0 0.0
H -4.502584 0.545864 0.321382 0.0 0.0 0.0
H -4.701493 0.362823 2.079414 0.0 0.0 0.0
H -3.723451 -1.448740 2.895297 0.0 0.1 0.0
H -3.094164 -3.422048 3.747060 0.0 0.0 0.0
H -1.507399 -5.281450 4.115374 0.0 0.0 0.0
H 0.599727 -5.347192 2.778561 0.0 0.0 0.0
H 1.068851 -3.606309 1.104256 0.0 0.0 0.0
H 1.783009 3.483228 0.561040 0.0 0.1 0.0
H 2.294356 2.196601 -0.519389 0.0 0.0 0.0
H 1.890098 1.931552 2.466789 0.0 0.0 0.0
H 3.374273 2.094507 1.538294 0.0 0.0 0.0
H 1.540844 -0.275288 1.804536 0.0 0.0 0.0
H 3.299161 -0.197244 2.028582 0.0 0.0 0.0
H 4.228329 -1.433166 0.523537 0.0 0.0 0.0
H 5.539848 -2.599037 -0.796664 0.0 0.0 0.0
H 6.088127 -3.884976 -2.834810 0.0 0.0 0.0
H 4.476959 -3.850147 -4.742058 0.0 0.0 0.0
H 2.395430 -2.552028 -4.583689 0.0 0.0 0.0
C -2.736556 -4.064492 -1.079350 0.0 0.1 0.0
N -2.812841 -2.663258 -1.444958 0.2 0.1 0.0
C -1.809409 -2.019066 -2.138252 -0.4 0.5 -0.5
N -0.822310 -2.817990 -2.669764 0.1 0.2 0.1
O -1.879717 -0.805956 -2.374500 0.4 -0.8 0.5
H -3.637671 -4.330504 -0.527292 0.0 0.0 0.0
H -1.879710 -4.306939 -0.443268 0.1 0.0 0.1
H -2.699511 -4.682152 -1.979209 0.0 0.0 0.0
H -3.200896 -2.037986 -0.752248 0.0 0.0 0.1
H -0.567939 -3.626051 -2.119462 0.0 0.1 0.0
H -0.007223 -2.272363 -2.959006 0.0 0.0 0.0
N -0.451968 1.097860 1.970539 0.0 -0.1 -0.1
C -0.712572 2.211326 1.062531 -0.1 0.0 -0.1
C -0.571483 3.491682 1.856606 0.0 0.1 0.0
C -0.429622 4.721043 1.356720 0.0 -0.1 0.3
C -0.351368 5.109589 -0.043465 0.0 0.1 -0.3
C -0.184286 4.339667 -1.119163 0.0 0.0 -0.1
C -0.047939 2.839384 -1.252746 0.0 0.0 0.1
S -0.480370 6.895675 -0.280540 0.0 0.1 -0.1
O -1.786173 7.233097 0.284548 0.1 -0.1 0.0
O 0.639774 7.429327 0.492214 0.0 0.0 0.0
O -0.373457 7.120992 -1.719201 0.0 0.0 0.2
H -1.044415 1.172921 2.785166 -0.1 0.0 0.1
H -0.700040 0.224730 1.503530 0.0 0.0 0.0
H -0.581126 3.379940 2.938726 0.0 0.0 0.0
H -0.358339 5.555157 2.046920 0.0 -0.1 0.0
H -0.149825 4.879309 -2.063659 0.0 0.0 0.0
H -1.016464 2.464561 -1.586860 0.0 0.0 0.0
```
Positions in Å, forces in eV/Å.

=====

Record 2
ORCA calculation (ωB97M-V/def2-TZVPD) on C49H54F6GeHgIN2O4PS2Sb as an isolated structure.

Values from the calculation:
Orbital gap, Ha: 0.297
E_HOMO, eV: -5.9511
Molecular weight, Da: 1465.94
Net charge: -1

The geometry in XYZ format:
```
122
Properties=species:S:1:pos:R:3:forces:R:3
Hg 0.623374 -0.795997 1.600535 -0.1 0.0 0.0
O 2.304190 0.694633 0.806264 -0.4 -0.1 -0.6
H 2.658957 0.917544 1.712444 0.3 0.1 0.3
H 1.941555 1.503041 0.422395 -0.1 -0.1 -0.1
I -1.778590 -1.745136 0.985834 0.0 0.2 0.0
F -0.059360 1.230042 -1.288133 0.0 0.0 0.1
P 0.213715 2.175886 -2.598822 0.1 0.2 0.1
F -1.152752 2.996975 -2.231441 -0.1 0.1 0.1
F 0.466021 3.153355 -3.845394 0.0 0.0 0.0
F 1.558431 1.351998 -2.929182 0.0 -0.1 0.1
F -0.644517 1.169728 -3.512837 0.0 -0.1 0.0
F 1.056197 3.180245 -1.626580 -0.1 0.0 0.0
S -0.360216 1.850325 2.904506 0.0 0.1 0.0
C -0.542268 3.401014 2.314023 -0.2 0.0 0.0
N -0.751481 3.617525 0.970068 0.0 0.0 -0.1
C -0.913287 4.836959 0.424916 0.0 -0.2 0.1
C -0.886638 5.932172 1.232087 0.0 0.0 -0.2
C -0.698794 5.679624 2.595841 0.0 0.0 0.2
N -0.537394 4.495060 3.126421 0.0 0.0 0.0
H -0.777022 2.800399 0.365520 0.0 0.0 0.0
H -1.053649 4.855390 -0.641815 0.0 0.0 -0.2
H -1.011960 6.928835 0.840683 0.0 0.0 0.0
H -0.681917 6.513192 3.294385 0.0 0.0 0.0
O 3.078429 0.998277 3.166074 0.1 0.3 0.4
C 2.356570 0.343761 3.930542 0.2 -0.4 0.2
O 1.628710 -0.652671 3.598543 0.0 0.5 -0.2
C 2.360301 0.650054 5.418864 -0.1 0.1 0.0
C 1.145670 0.109684 6.167203 0.1 0.0 -0.1
Ge 0.649164 -1.789204 6.185509 -0.1 -0.2 0.1
C -0.952676 -1.687640 7.329579 0.0 0.1 0.0
C -0.955765 -2.017540 8.683907 0.0 0.0 0.0
C -2.085178 -1.820272 9.470919 0.0 0.0 0.0
C -3.235234 -1.279997 8.914776 0.0 0.0 0.0
C -3.248516 -0.931362 7.570456 0.0 0.0 0.0
C -2.117025 -1.130998 6.791739 0.0 0.0 0.0
C 1.995813 -2.866718 7.130930 0.1 0.0 0.0
C 1.615401 -4.091199 7.686200 0.0 0.0 0.0
C 2.538742 -4.921466 8.304815 0.0 0.0 0.0
C 3.874655 -4.545909 8.371711 0.0 0.0 0.0
C 4.275502 -3.341064 7.815371 0.0 0.0 0.0
C 3.341918 -2.512123 7.202338 0.0 0.0 0.1
C 0.168032 -2.933411 4.669065 0.0 0.0 0.0
C 1.130748 -3.306826 3.725221 0.0 -0.1 0.0
C 0.841207 -4.230078 2.733362 0.0 -0.1 0.0
C -0.417263 -4.816525 2.673653 0.0 0.0 0.1
C -1.376031 -4.473327 3.610797 0.0 0.0 0.0
C -1.083364 -3.540669 4.601053 0.0 0.0 0.0
H 2.409576 1.737253 5.505695 0.0 0.0 0.0
H 3.299481 0.273317 5.831301 0.0 0.0 0.0
H 0.254700 0.639559 5.819579 0.0 0.0 0.0
H 1.236046 0.321693 7.238225 0.0 0.1 0.0
H -0.064788 -2.435276 9.140497 0.0 0.0 0.0
H -2.064547 -2.087099 10.521112 0.0 0.0 0.0
H -4.116246 -1.125841 9.525916 0.0 0.0 0.0
H -4.138496 -0.500735 7.127618 0.0 0.0 0.0
H -2.146126 -0.843571 5.743994 0.0 0.0 0.0
H 0.579545 -4.410378 7.624452 0.0 0.0 0.0
H 2.217851 -5.865747 8.728461 0.0 0.0 0.0
H 4.599324 -5.193491 8.850120 0.0 0.0 0.0
H 5.316795 -3.044053 7.853746 0.0 0.0 0.0
H 3.681303 -1.577767 6.772258 0.0 0.0 0.0
H 2.112096 -2.851026 3.749348 0.0 -0.1 0.0
H 1.594766 -4.479135 1.996320 0.0 0.0 0.0
H -0.650210 -5.527529 1.890376 0.0 0.0 0.0
H -2.364236 -4.915436 3.566253 0.0 0.0 0.0
H -1.852421 -3.288414 5.320515 0.0 0.0 0.0
C 4.772078 -0.732337 -3.063183 0.0 0.0 0.0
C 3.839980 -1.887305 -3.414667 0.0 0.0 0.0
C 3.256733 -2.576496 -2.183698 0.0 -0.1 0.0
S 2.097789 -1.517202 -1.300923 0.0 0.0 0.1
O 1.866926 -2.242292 0.016751 0.1 0.0 -0.1
C 0.615748 -1.792871 -2.290963 0.0 0.0 0.0
C 0.021188 -3.189278 -2.189686 0.0 0.0 0.0
C -1.418906 -3.190121 -2.691469 0.0 0.0 0.0
H 5.119836 -0.223889 -3.963044 0.0 0.0 0.0
H 5.647387 -1.095594 -2.519255 0.0 0.0 0.0
H 4.270645 0.009967 -2.440943 0.0 0.0 0.0
H 4.380591 -2.641531 -3.992478 0.0 0.0 0.0
H 3.034485 -1.529902 -4.061701 0.0 0.0 0.0
H 4.031517 -2.777300 -1.440561 0.0 0.0 0.0
H 2.757607 -3.517158 -2.416300 0.0 0.0 0.0
H 0.887975 -1.510638 -3.311619 -0.1 0.0 0.0
H -0.088556 -1.038748 -1.932980 0.0 0.0 0.0
H 0.055940 -3.510955 -1.146582 0.0 0.0 0.0
H 0.613299 -3.901419 -2.770557 0.0 0.0 0.0
H -2.030255 -2.533787 -2.069024 0.0 0.0 0.0
H -1.850201 -4.192209 -2.649945 0.0 0.0 0.0
H -1.484223 -2.836459 -3.723599 0.0 0.0 0.0
C -6.558848 -2.799103 0.134391 0.0 0.0 0.0
C -6.589962 -1.577120 0.791006 0.0 0.0 0.0
C -5.781866 -0.530383 0.362403 0.0 0.0 0.0
C -4.926599 -0.688338 -0.723939 0.0 0.0 0.0
C -4.906722 -1.921976 -1.374966 0.0 0.0 0.0
C -5.716101 -2.968725 -0.956000 0.0 0.0 0.0
Sb -3.594946 0.812485 -1.511134 -0.1 -0.2 0.0
C -3.969268 2.310122 -0.025927 0.1 0.1 0.0
C -4.295019 3.611351 -0.414923 0.0 0.0 0.0
C -4.405773 4.625652 0.525545 0.0 0.0 0.0
C -4.192677 4.352822 1.872301 0.0 0.0 0.0
C -3.869582 3.064793 2.270910 0.0 0.0 0.0
C -3.753712 2.050248 1.326208 0.1 0.0 0.0
C -5.105812 1.570691 -2.852092 0.1 0.0 -0.1
C -4.744921 1.861003 -4.165503 0.0 0.0 0.0
C -5.686669 2.323722 -5.080254 0.0 0.0 0.0
C -7.003711 2.499904 -4.686670 0.0 0.0 0.0
C -7.376796 2.215354 -3.377279 0.0 0.0 0.0
C -6.434534 1.754557 -2.469977 0.0 0.0 0.0
H -7.182822 -3.616871 0.473711 0.0 0.0 0.0
H -7.241468 -1.436970 1.645595 0.0 0.0 0.0
H -5.819407 0.414625 0.893236 0.0 0.0 0.0
H -4.241216 -2.078376 -2.219020 0.0 0.0 0.0
H -5.679987 -3.919729 -1.473835 0.0 0.0 0.0
H -4.457440 3.839969 -1.462704 0.0 0.0 0.0
H -4.651977 5.631940 0.206833 0.0 0.0 0.0
H -4.270048 5.145222 2.607620 0.0 0.0 0.0
H -3.667532 2.849577 3.313156 0.0 0.0 0.0
H -3.452565 1.059207 1.650913 0.0 0.0 0.0
H -3.714449 1.733409 -4.481902 0.0 0.0 0.0
H -5.386844 2.546343 -6.097172 0.0 0.0 0.0
H -7.740891 2.857786 -5.395299 0.0 0.0 0.0
H -8.405417 2.351077 -3.064121 0.0 0.0 0.0
H -6.739307 1.533220 -1.452622 0.0 0.0 0.0
```
Positions in Å, forces in eV/Å.

=====

Record 3
ORCA calculation (ωB97M-V/def2-TZVPD) on C22H41BN7PV as an isolated structure in a non-equilibrium geometry.

Values from the calculation:
Orbital gap (alpha / beta), Ha: 0.220 / 0.305
Multiplicity: 4
E_HOMO (alpha / beta), eV: -5.6103 / -8.0771
Molecular weight, Da: 496.35
Net charge: 0
<S²>: 3.765

The geometry in XYZ format:
```
73
Properties=species:S:1:pos:R:3:forces:R:3
H 0.685233 3.317456 -1.288744 0.7 0.0 -0.4
N 0.706194 1.513639 -2.416840 -3.9 2.8 -1.9
B -0.478578 -0.091230 -4.298364 0.2 0.0 0.2
N 0.060066 1.270438 -3.688007 1.8 1.0 0.3
C 0.141431 2.408564 -4.412045 -0.4 -0.1 1.3
V 1.782693 0.507444 -1.092791 1.5 -0.5 -3.2
H -0.044534 2.362863 -5.487521 -0.2 0.2 0.6
C 0.476034 3.462664 -3.549745 -0.2 -0.1 -0.1
H 0.590743 4.494327 -3.830048 -0.2 0.1 0.1
C 0.670638 2.881767 -2.282778 0.4 -1.6 -1.7
H -0.339449 -0.070969 -5.522997 0.0 0.1 0.6
C -2.821475 -3.637876 -0.304270 1.3 -1.2 -1.3
H -2.464441 -4.473208 0.276352 0.2 -0.3 0.3
H -1.966652 -3.123220 -0.743486 -0.1 0.1 0.1
H -3.417512 -4.043102 -1.107234 -0.3 0.0 -0.3
N -2.076631 -0.508859 -4.138013 -0.4 -0.4 1.5
N 0.621654 -1.026469 -3.663896 2.2 -0.1 -0.2
N -2.634700 -0.717057 -2.894207 1.8 0.9 0.9
N 1.315625 -0.910878 -2.414835 -2.8 -3.8 -1.0
C -3.087267 -0.721846 -5.044778 -0.4 0.0 -0.1
C 1.220992 -2.016843 -4.366489 -0.3 -0.1 1.2
H -2.923312 -0.664271 -6.130923 -0.1 0.0 0.7
H 1.070026 -2.080067 -5.448595 -0.2 -0.3 0.7
C -4.272070 -1.010990 -4.340476 0.2 0.1 -0.9
C 1.992179 -2.775793 -3.475199 -0.3 -0.1 -0.2
C -3.922864 -0.967864 -2.980911 1.2 0.1 -1.0
C 1.874085 -2.146884 -2.221133 0.0 1.5 -1.8
H -5.266811 -1.238645 -4.723006 0.5 0.2 -0.2
H 2.589914 -3.633283 -3.723511 -0.1 -0.2 0.1
H -4.491287 -1.098216 -2.065522 0.0 -0.1 -0.3
H 2.061481 -2.504162 -1.213031 0.7 0.3 -0.3
H -3.391684 -3.006997 0.284458 -1.1 1.4 1.2
C 1.289561 3.066266 1.595962 0.3 0.4 -0.1
C 1.880639 1.691138 1.945848 -0.1 0.0 1.2
C 3.070404 1.408242 0.977742 -0.3 0.3 0.9
C 2.426377 1.764117 3.387270 0.7 0.7 -0.1
P 0.563414 0.388269 1.773832 0.8 -0.1 -3.7
N 0.679676 0.250669 0.152329 -4.1 -1.4 6.1
C 1.057966 -1.235944 2.559659 -0.2 0.2 0.7
C 0.919151 -1.216072 4.104689 0.2 -0.4 0.0
C 0.193917 -2.375274 1.984037 -0.1 -0.1 -0.1
C 2.525726 -1.555058 2.218554 0.0 -0.3 0.1
C -1.108416 0.963431 2.429104 0.1 0.2 0.5
C -0.986675 1.638687 3.827017 -0.3 -0.1 0.0
C -1.733965 1.951525 1.425422 0.0 0.0 -0.1
C -2.098100 -0.214553 2.559073 -0.1 0.0 -0.1
H 2.132634 3.773885 1.564389 -0.2 0.0 0.0
H 0.586079 3.437011 2.355322 0.3 -0.2 -0.3
H 0.814697 3.093760 0.604135 0.1 -0.2 0.5
H 3.753923 2.255315 1.117714 0.1 -0.2 -0.1
H 3.592391 0.493353 1.270070 -0.1 0.3 -0.4
H 2.884415 1.452726 -0.134904 0.8 0.7 1.0
H 1.653891 1.988494 4.141677 0.3 -0.2 -0.4
H 2.993482 0.874254 3.700380 -0.3 0.3 -0.2
H 3.134215 2.609385 3.384271 -0.1 -0.2 0.3
H -0.122212 -1.160234 4.460148 0.4 0.0 -0.2
H 1.328287 -2.178125 4.460010 -0.1 0.3 0.1
H 1.509584 -0.411141 4.572570 -0.3 -0.3 -0.2
H 0.156278 -2.321165 0.887850 0.0 0.0 0.2
H 0.643559 -3.338170 2.275358 -0.1 0.3 -0.1
H -0.827605 -2.368381 2.378208 0.3 0.0 -0.2
H 2.711472 -1.547776 1.133410 -0.1 0.1 0.3
H 3.229183 -0.892403 2.738813 -0.2 -0.2 -0.3
H 2.734737 -2.578011 2.571294 -0.1 0.3 -0.1
H -0.420656 2.584460 3.818753 -0.2 -0.5 0.0
H -2.016540 1.884182 4.144900 0.4 -0.1 0.0
H -0.559153 0.960961 4.586568 -0.2 0.4 -0.3
H -1.764820 1.500248 0.425568 0.0 0.2 0.1
H -2.764232 2.173963 1.749625 0.3 -0.1 -0.1
H -1.200828 2.905665 1.378649 -0.1 -0.3 -0.1
H -2.179187 -0.773092 1.614785 0.1 0.1 0.3
H -1.845030 -0.892006 3.386624 -0.1 0.2 -0.4
H -3.097945 0.196993 2.781869 0.4 -0.1 -0.1
```
Positions in Å, forces in eV/Å.